[1]
Formula: C20H40Cl16OSi
Source: the Open Molecules 2025 dataset
Level of theory: ωB97M-V/def2-TZVPD

## Properties
Strongest force on any atom: 2.5 eV/Å
Lowest unoccupied orbital energy: 0.348 eV
Gap between HOMO and LUMO: 9.44 eV

Each line ends with the Löwdin charge.
Element x y z (Å)
C  3.3680  -0.0685  4.8424  -0.117
C  2.5427  0.8527  3.8105  -0.216
C  1.1106  1.0579  4.5057  -0.318
O  0.3661  2.1568  3.9329  -0.308
Si  -1.1106  2.4102  4.8371  0.635
C  -1.4096  1.0356  6.1238  -0.738
Cl  -1.0615  1.3199  7.9027  0.489
C  -1.9047  -0.2034  5.7427  -0.698
C  -2.3010  -0.6410  4.2929  -0.172
Cl  -2.1600  -1.4336  7.0727  0.541
H  4.1761  -0.6663  4.3341  0.065
H  2.5951  -0.7931  5.2639  0.075
H  3.7701  0.5604  5.6993  0.079
H  2.4056  0.2945  2.8410  0.048
H  3.0621  1.8476  3.6715  0.083
H  1.3302  1.2285  5.6084  0.116
H  0.5479  0.0946  4.3187  0.094
H  -1.0753  3.7444  5.4154  -0.034
H  -2.2323  2.3763  3.8757  -0.018
H  -2.0707  -1.7540  4.2199  0.086
H  -3.4259  -0.5700  4.1527  0.091
H  -1.7174  -0.1574  3.4671  -0.008
Cl  -2.8914  0.0321  1.1693  0.595
C  -1.8206  -0.3932  -0.1905  -0.691
C  -0.8665  -1.5075  0.1708  -0.664
Cl  0.3531  -0.9890  1.3677  0.572
H  -1.2929  0.5027  -0.4961  -0.037
H  -2.4627  -0.7065  -1.0152  0.059
H  -0.3180  -1.8362  -0.7140  0.004
H  -1.3972  -2.3683  0.5794  0.067
Cl  0.2133  1.5126  -2.0414  0.598
C  -0.6839  2.0199  -3.4947  -0.673
C  -1.8412  2.9376  -3.1660  -0.659
Cl  -3.1434  2.0921  -2.2945  0.542
H  -1.0224  1.1155  -4.0137  -0.101
H  0.0275  2.5391  -4.1399  0.079
H  -2.2782  3.3270  -4.0873  0.071
H  -1.5233  3.7818  -2.5584  0.020
Cl  -0.8262  -3.1021  -2.9864  0.579
C  0.8166  -3.7920  -3.0018  -0.634
C  0.8863  -5.1161  -2.2742  -0.656
Cl  0.6557  -4.9248  -0.5189  0.544
H  1.4947  -3.0584  -2.5643  0.076
H  1.0929  -3.9282  -4.0482  0.075
H  1.8699  -5.5666  -2.4176  0.050
H  0.1350  -5.8161  -2.6403  0.070
Cl  -3.2093  -1.4977  -8.1385  0.542
C  -3.0560  -2.2408  -6.5272  -0.666
C  -3.2924  -1.2442  -5.4134  -0.622
Cl  -1.9899  -0.0312  -5.3063  0.656
H  -2.0664  -2.6927  -6.4558  0.064
H  -3.7991  -3.0376  -6.4739  0.074
H  -3.3212  -1.7615  -4.4532  0.059
H  -4.2364  -0.7147  -5.5426  0.075
Cl  -4.8968  4.6964  -1.9292  0.539
C  -4.7924  6.3774  -2.5186  -0.653
C  -3.6810  6.5776  -3.5262  -0.648
Cl  -2.0662  6.4395  -2.7857  0.570
H  -4.6666  7.0300  -1.6543  0.069
H  -5.7539  6.6056  -2.9810  0.071
H  -3.7455  7.5795  -3.9529  0.071
H  -3.7440  5.8558  -4.3412  0.068
Cl  4.1650  -5.6517  -0.4188  0.535
C  4.3166  -6.3912  1.1941  -0.656
C  4.0749  -5.3919  2.3047  -0.663
Cl  5.3737  -4.1770  2.4101  0.535
H  5.3069  -6.8411  1.2680  0.068
H  3.5754  -7.1899  1.2470  0.073
H  4.0447  -5.9071  3.2658  0.073
H  3.1295  -4.8655  2.1704  0.064
Cl  4.4166  3.4887  1.5368  0.555
C  4.9434  2.5413  0.1241  -0.659
C  3.7988  2.2336  -0.8171  -0.653
Cl  2.6343  1.0873  -0.1092  0.515
H  5.4194  1.6297  0.4865  0.069
H  5.6972  3.1369  -0.3929  0.070
H  4.1825  1.7719  -1.7283  0.073
H  3.2559  3.1374  -1.0962  0.068

[2]
Formula: C20H40F6LiO15P
Source: the Open Molecules 2025 dataset
Level of theory: ωB97M-V/def2-TZVPD

## Properties
Strongest force on any atom: 2.6 eV/Å
Lowest unoccupied orbital energy: 0.090 eV
Gap between HOMO and LUMO: 10.83 eV

Each line ends with the Löwdin charge.
Element x y z (Å)
Li  2.6268  -6.8316  -13.2586  0.641
P  3.7429  -9.8166  -10.8378  0.191
F  2.4775  -10.1801  -9.9018  -0.146
F  4.3912  -8.8161  -9.7424  -0.155
F  4.5449  -11.0697  -10.2240  -0.141
F  5.0389  -9.4356  -11.7975  -0.178
F  3.0834  -10.7327  -12.0076  -0.154
F  2.9338  -8.5383  -11.4341  -0.192
C  2.9634  -12.0078  -15.1226  -0.045
C  2.8867  -10.4845  -15.1010  -0.222
O  4.1269  -9.9203  -15.5403  0.072
C  4.2998  -8.6393  -15.2332  -0.585
O  3.6176  -7.9950  -14.4827  0.057
O  5.3694  -8.2324  -15.8931  0.029
C  5.8723  -6.9113  -15.6671  -0.016
H  1.9664  -12.4050  -14.9487  0.079
H  3.6550  -12.3467  -14.3536  0.082
H  3.3505  -12.2992  -16.0990  0.077
H  2.5559  -10.1055  -14.1351  0.087
H  2.0773  -10.1206  -15.7454  0.128
H  6.8734  -6.9918  -15.2573  0.105
H  5.1104  -6.3077  -15.1751  0.065
H  5.9911  -6.4026  -16.6288  0.089
C  1.4996  -7.5051  -8.0142  -0.048
C  1.5446  -7.0078  -9.4380  -0.193
O  0.9277  -5.7035  -9.5097  0.073
C  0.9931  -5.0783  -10.6463  -0.612
O  1.4569  -5.5165  -11.6711  0.092
O  0.4563  -3.8742  -10.5021  0.023
C  0.1366  -3.1256  -11.6815  -0.020
H  1.8555  -8.5279  -7.8786  0.077
H  0.4592  -7.6893  -7.7213  0.080
H  1.9736  -6.8530  -7.2855  0.082
H  1.0270  -7.6438  -10.1556  0.116
H  2.5731  -6.9343  -9.7924  0.094
H  -0.9147  -3.3723  -11.8300  0.099
H  0.6865  -3.3366  -12.5985  0.069
H  0.2889  -2.0665  -11.4901  0.095
C  -0.3571  -2.6191  -16.8794  -0.051
C  0.7849  -2.3441  -15.9114  -0.195
O  1.0102  -3.4492  -15.0408  0.021
C  1.5833  -4.5746  -15.4758  -0.595
O  1.7571  -5.5434  -14.7934  0.087
O  1.8796  -4.5483  -16.7663  -0.004
C  2.4181  -5.7234  -17.3401  -0.021
H  -1.3352  -2.7789  -16.4151  0.067
H  -0.1619  -3.4944  -17.4913  0.077
H  -0.6261  -1.7269  -17.4517  0.086
H  0.5565  -1.4779  -15.2924  0.129
H  1.6979  -2.1124  -16.4631  0.113
H  3.5103  -5.7769  -17.2944  0.088
H  2.2366  -5.6653  -18.4128  0.101
H  2.1221  -6.7170  -17.0083  0.105
C  4.6604  -2.8206  -15.3232  -0.047
C  4.3035  -2.5757  -13.8625  -0.193
O  5.0935  -3.2324  -12.8947  0.073
C  4.8487  -4.5150  -12.6582  -0.591
O  4.0811  -5.2150  -13.2612  0.074
O  5.4829  -4.8545  -11.5609  0.040
C  5.4907  -6.2193  -11.1872  -0.016
H  3.9729  -2.3957  -16.0566  0.069
H  4.7473  -3.8535  -15.6726  0.065
H  5.6437  -2.3911  -15.5377  0.083
H  3.2860  -2.9550  -13.7170  0.110
H  4.2600  -1.4994  -13.7212  0.131
H  5.7319  -6.8452  -12.0492  0.098
H  4.4942  -6.5439  -10.8724  0.070
H  6.1574  -6.4129  -10.3539  0.108
C  -2.7144  -5.3106  -14.5425  -0.041
C  -1.4127  -6.0622  -14.2652  -0.196
O  -1.6268  -7.2419  -13.4845  0.073
C  -0.5673  -7.9530  -13.2177  -0.611
O  0.5790  -7.6486  -13.4317  0.078
O  -0.9371  -9.1712  -12.8387  0.020
C  0.0525  -10.0250  -12.2289  -0.005
H  -2.5404  -4.3664  -15.0522  0.059
H  -3.2102  -4.9969  -13.6208  0.080
H  -3.3811  -5.9798  -15.0838  0.082
H  -0.6908  -5.4155  -13.7664  0.106
H  -0.9970  -6.4248  -15.2078  0.132
H  -0.4578  -10.6701  -11.5226  0.103
H  0.8659  -9.4648  -11.7771  0.055
H  0.4972  -10.6322  -13.0168  0.088

[3]
Formula: C20H40F6N2O13P
Source: the Open Molecules 2025 dataset
Level of theory: ωB97M-V/def2-TZVPD

## Properties
Strongest force on any atom: 2.9 eV/Å
Total charge: -1
Lowest unoccupied orbital energy: 2.134 eV
Gap between HOMO and LUMO: 9.44 eV

Each line ends with the Löwdin charge.
Element x y z (Å)
P  -0.2386  0.1559  0.9940  0.229
F  1.3484  -0.2498  0.9678  -0.179
F  -0.0288  1.5559  0.2413  -0.133
F  -0.5029  -0.6517  -0.4065  -0.162
F  -1.8214  0.5772  1.0769  -0.181
F  -0.4561  -1.2354  1.8104  -0.191
F  -0.0009  0.8038  2.4711  -0.159
C  -4.0279  -1.0016  2.7764  -0.168
O  -2.9945  -1.8988  3.1728  -0.117
H  -3.6626  -0.0031  2.5364  0.051
H  -4.6121  -1.4452  1.9687  0.069
H  -4.6997  -0.7907  3.6172  0.071
H  -2.2012  -1.4320  2.8784  0.035
C  3.3092  2.0638  3.4066  -0.117
O  4.6316  2.1279  2.8221  -0.155
H  3.3212  1.1324  3.9818  0.078
H  3.2496  2.8352  4.1780  0.075
H  2.5947  2.1414  2.5916  0.070
H  5.0159  1.2534  2.8144  0.052
C  1.5138  -2.9140  1.9508  -0.020
C  1.3637  -3.9534  0.8396  -0.264
C  0.5296  -3.5276  -0.3599  -0.123
O  1.4391  -3.1734  -1.3477  0.036
C  2.6833  -3.5575  -0.9929  -0.568
O  3.6516  -3.2866  -1.6142  0.171
O  2.6596  -4.1521  0.2102  0.085
H  0.5514  -2.8530  2.4627  0.084
H  1.7997  -1.9436  1.5490  0.063
H  2.2363  -3.2822  2.6778  0.087
H  1.0661  -4.9178  1.2472  0.147
H  -0.1785  -2.7679  -0.0137  0.109
H  -0.1213  -4.3560  -0.6640  0.137
C  3.7688  2.0022  -1.1159  -0.005
C  5.0614  1.2629  -0.8830  -0.341
C  4.9873  -0.2471  -1.0723  -0.052
O  6.2366  -0.4789  -1.7754  0.058
C  6.8993  0.6797  -2.0318  -0.557
O  7.9774  0.7526  -2.5235  0.154
O  6.1120  1.7227  -1.6934  0.100
H  3.4106  1.7991  -2.1296  0.079
H  3.9431  3.0792  -1.0848  0.090
H  2.9608  1.7839  -0.4197  0.080
H  5.3477  1.4405  0.1631  0.140
H  4.2096  -0.4987  -1.7932  0.110
H  4.9505  -0.8586  -0.1787  0.134
C  -0.3480  -1.9599  -3.9246  -0.006
C  0.3270  -0.6175  -3.6740  -0.306
C  1.6119  -0.6946  -2.8240  -0.070
O  2.5588  -0.0345  -3.6823  0.064
C  2.0760  0.1404  -4.8933  -0.583
O  2.6937  0.4532  -5.8656  0.150
O  0.7218  0.0258  -4.8850  0.088
H  -1.1694  -1.7944  -4.6196  0.084
H  -0.7903  -2.2487  -2.9685  0.074
H  0.3884  -2.6959  -4.2386  0.094
H  -0.3233  0.0181  -3.0712  0.142
H  2.0288  -1.6331  -2.4608  0.102
H  1.4067  -0.1411  -1.9134  0.109
C  -1.3046  3.6879  2.6009  -0.323
O  -0.3002  4.3204  2.9056  -0.001
N  -2.5376  4.1737  2.8381  -0.192
C  -3.6934  3.3415  2.5906  -0.071
C  -2.7776  5.4618  3.4760  -0.047
H  -1.2613  2.7290  2.0756  0.101
H  -4.6464  3.8583  2.7242  0.081
H  -3.8246  2.5050  3.2872  0.083
H  -3.6512  2.9845  1.5608  0.087
H  -3.4313  5.2885  4.3324  0.084
H  -1.8939  5.9621  3.8568  0.079
H  -3.2521  6.1121  2.7402  0.087
C  -4.2803  -2.3543  -1.5547  -0.337
O  -4.6577  -3.4441  -1.9663  -0.014
N  -5.0357  -1.2417  -1.5910  -0.206
C  -4.5610  0.0398  -1.1475  -0.066
C  -6.4010  -1.2364  -2.1383  -0.026
H  -3.3052  -2.2018  -1.0660  0.134
H  -5.2602  0.3678  -0.3570  0.087
H  -4.7952  0.7834  -1.9188  0.086
H  -3.5650  0.0521  -0.7169  0.074
H  -6.4611  -0.4398  -2.8790  0.084
H  -6.4987  -2.1955  -2.6400  0.082
H  -7.0702  -1.0646  -1.2982  0.090

Question: strongest force on any atom of number 2 (C20H40F6LiO15P)?
Answer: 2.6 eV/Å

Question: What is the gap between HOMO and LUMO in the third record?
Answer: 9.44 eV

Question: Look up the strongest force on any atom of the first one.
Answer: 2.5 eV/Å

Question: The highest strongest force on any atom belongs to which entry?
Answer: C20H40F6N2O13P